# 1
Molecular formula: C21H22ClIrNO2P
Method: DFT, ωB97M-V with the def2-TZVPD basis set

```
! wB97M-V def2-TZVPD RIJCOSX def2/J DEFGRID3
* xyz 3 6
Ir -0.50 1.81 0.50
Cl -2.77 1.22 0.72
C 1.18 1.97 1.30
O 2.12 2.06 1.98
P -0.06 -0.25 -0.22
C 0.46 -0.23 -2.01
C 1.40 -1.20 0.52
C -1.38 -1.55 -0.16
C 1.27 -2.45 1.17
C 2.42 -3.13 1.61
C 3.69 -2.61 1.41
C 3.81 -1.37 0.78
C 2.68 -0.68 0.34
H 0.29 -2.89 1.33
H 2.29 -4.10 2.08
H 4.59 -3.16 1.71
H 4.78 -0.95 0.61
H 2.82 0.27 -0.18
C 0.04 0.82 -2.81
C 0.49 0.93 -4.14
C 1.30 -0.05 -4.69
C 1.70 -1.12 -3.88
C 1.30 -1.23 -2.54
H -0.60 1.57 -2.36
H 0.21 1.78 -4.74
H 1.60 0.00 -5.74
H 2.34 -1.90 -4.29
H 1.67 -2.06 -1.93
C -1.69 -2.38 -1.25
C -2.71 -3.34 -1.12
C -3.42 -3.47 0.07
C -3.07 -2.69 1.17
C -2.00 -1.79 1.08
H -1.11 -2.32 -2.17
H -2.92 -4.00 -1.95
H -4.21 -4.23 0.18
H -3.58 -2.80 2.12
H -1.64 -1.24 1.96
H -0.15 2.62 -0.97
H -1.24 2.80 -0.54
C -0.49 4.21 3.51
C -1.37 4.35 2.31
N -2.25 5.38 2.18
O -1.32 3.56 1.34
H -0.47 5.07 4.22
H 0.54 3.98 3.18
H -0.80 3.31 4.07
H -2.77 5.45 1.32
H -2.46 6.05 2.91
*
```

The calculation puts the LUMO energy (spin up / spin down) at -0.3418 / -0.5019 Ha. As for the total energy: -1923.24567 Eh. Its orbital gap (spin up / spin down) is 5.909 / 4.121 eV. Its maximum force is 7.7 eV/Å. For the highest occupied orbital energy (spin up / spin down), the calculation gives -15.2 / -17.8 eV.

=====

# 2
Molecular formula: C9H19F4N3O9RbS4
Method: DFT, ωB97M-V with the def2-TZVPD basis set

```
! wB97M-V def2-TZVPD RIJCOSX def2/J DEFGRID3
* xyz -1 1
Rb 2.19 -0.81 1.04
N 1.31 0.42 5.20
S 1.27 1.65 4.25
O 0.17 2.54 4.41
O 1.78 1.64 2.89
F 2.35 2.36 5.17
S -0.06 -0.15 4.36
O 0.09 -0.49 2.91
O -1.41 0.17 4.99
F 0.30 -1.58 4.88
N 6.42 -0.27 1.69
S 5.71 0.90 0.74
O 4.28 1.07 0.96
O 6.32 1.26 -0.57
F 6.21 2.16 1.63
S 6.19 -1.30 0.54
O 7.16 -1.27 -0.59
O 4.78 -1.60 0.24
F 6.73 -2.59 1.28
C 0.35 1.13 -1.49
C -1.19 0.89 -1.72
C -1.36 0.47 -3.17
C -2.70 -0.28 -3.45
C -2.88 -1.52 -2.65
C -2.69 -1.21 -1.13
N -1.51 -0.31 -0.89
O -1.23 -0.08 0.45
C -3.98 -0.72 -0.50
C -2.22 -2.50 -0.41
C -2.03 2.20 -1.43
H 0.49 2.20 -1.64
H 1.02 0.51 -2.08
H 0.61 1.06 -0.44
H -1.45 1.42 -3.70
H -0.50 -0.09 -3.55
H -2.67 -0.43 -4.53
H -3.54 0.37 -3.19
H -2.18 -2.29 -2.98
H -3.89 -1.93 -2.78
H -3.89 -0.75 0.59
H -4.30 0.30 -0.71
H -4.82 -1.39 -0.69
H -2.74 -3.36 -0.84
H -1.19 -2.85 -0.47
H -2.36 -2.56 0.67
H -3.06 2.00 -1.74
H -1.68 3.05 -2.01
H -2.08 2.44 -0.37
H -2.10 0.10 0.82
*
```

The calculation puts the LUMO energy at 0.0681 Ha. As for the total energy: -3211.99980 Eh. Its energy above the lowest of the compared OMol25 structures with the same formula, charge and spin is 360.14 kJ/mol. Its orbital gap is 8.416 eV. Its maximum force is 7.6 eV/Å. For the highest occupied orbital energy, the calculation gives -6.6 eV.

=====

# 3
Molecular formula: C26H23N5O5RuS2
Method: DFT, ωB97M-V with the def2-TZVPD basis set

```
! wB97M-V def2-TZVPD RIJCOSX def2/J DEFGRID3
* xyz 1 2
Ru 0.14 -0.95 -0.58
C -1.90 -2.53 1.01
N -0.47 -2.65 0.70
C 0.53 -2.83 1.74
C 1.84 -2.70 1.00
N 1.91 -2.19 -0.21
C 3.27 -2.19 -0.55
C 3.94 -1.77 -1.70
C 5.31 -1.92 -1.72
C 6.02 -2.47 -0.64
C 5.37 -2.90 0.50
C 3.99 -2.74 0.52
N 3.04 -3.06 1.48
C -2.51 -1.99 -0.26
N -1.77 -1.59 -1.27
C -2.67 -1.07 -2.22
C -2.46 -0.50 -3.47
C -3.58 -0.10 -4.17
C -4.88 -0.28 -3.67
C -5.10 -0.85 -2.43
C -3.96 -1.24 -1.73
N -3.82 -1.83 -0.48
H -2.05 -1.87 1.86
H -2.35 -3.50 1.25
H -0.36 -3.41 0.03
H 0.47 -3.81 2.23
H 0.43 -2.05 2.50
H 3.40 -1.34 -2.53
H 5.86 -1.60 -2.59
H 7.09 -2.57 -0.71
H 5.90 -3.33 1.33
H 3.22 -3.46 2.39
H -1.47 -0.35 -3.86
H -3.45 0.36 -5.14
H -5.72 0.05 -4.26
H -6.09 -0.99 -2.03
H -4.56 -2.07 0.16
O -1.05 0.66 -0.07
C -0.41 0.84 1.01
O 0.55 0.00 1.23
C -0.74 1.90 1.95
C -1.76 2.78 1.63
C -2.11 3.82 2.49
C -1.39 3.92 3.66
O -1.53 4.83 4.65
C -0.52 4.55 5.62
O 0.17 3.37 5.19
C -0.36 3.04 3.98
C 0.00 2.02 3.15
H -2.28 2.66 0.69
H -2.90 4.52 2.25
H -0.99 4.36 6.58
H 0.18 5.39 5.66
H 0.80 1.34 3.38
C 2.11 3.38 -3.53
O 1.98 1.98 -3.22
C 0.81 1.53 -2.79
S -0.52 2.46 -2.58
S 0.96 -0.22 -2.63
H 3.14 3.50 -3.84
H 1.89 3.98 -2.65
H 1.42 3.65 -4.33
*
```

The calculation puts the LUMO energy (spin up / spin down) at -0.1049 / -0.1258 Ha. As for the total energy: -2545.68017 Eh. Its energy above the lowest of the compared OMol25 structures with the same formula, charge and spin is 234.47 kJ/mol. Its orbital gap (spin up / spin down) is 7.271 / 6.690 eV. Its maximum force is 0.8 eV/Å. For the highest occupied orbital energy (spin up / spin down), the calculation gives -10.1 / -10.1 eV.

=====

# 4
Molecular formula: C4H10O2S
Method: DFT, ωB97M-V with the def2-TZVPD basis set

```
! wB97M-V def2-TZVPD RIJCOSX def2/J DEFGRID3
* xyz 0 1
C 0.76 -0.97 -2.44
C 0.07 -0.26 -1.23
S -0.36 1.47 -1.43
C -1.10 1.78 0.22
H 1.01 -2.03 -2.27
H 1.66 -0.37 -2.66
H 0.10 -0.92 -3.31
H 0.77 -0.36 -0.39
H -0.89 -0.75 -1.01
H -1.98 1.13 0.36
H -0.35 1.53 0.98
H -1.36 2.85 0.31
O -0.78 0.28 3.20
C 0.18 -0.37 2.90
O 0.11 -1.34 1.95
H 1.19 -0.29 3.33
H 0.96 -1.38 1.48
*
```

The calculation puts the LUMO energy at 0.0161 Ha. As for the total energy: -707.05363 Eh. Its energy above the lowest of the compared OMol25 structures with the same formula, charge and spin is 104.38 kJ/mol. Its orbital gap is 8.903 eV. Its SMILES is CCSC.O=CO. Its maximum force is 1.5 eV/Å. For the highest occupied orbital energy, the calculation gives -8.5 eV.

=====

# 5
Molecular formula: C8H9NO3P
Method: DFT, ωB97M-V with the def2-TZVPD basis set

```
! wB97M-V def2-TZVPD RIJCOSX def2/J DEFGRID3
* xyz -1 1
C 0.36 1.84 1.09
C 0.17 0.48 1.29
C -0.68 2.51 0.38
C -0.79 -0.15 0.55
C -1.50 1.91 -0.47
C -1.43 0.48 -0.56
C -1.00 -1.55 -1.44
C 0.62 -1.33 -1.15
N -1.80 -0.32 -1.58
O 3.21 -0.16 0.83
O 2.19 -1.93 2.41
O 1.14 -1.83 0.13
P 2.07 -1.04 1.25
H 1.16 2.45 1.44
H 0.94 0.06 2.03
H -0.78 3.59 0.30
H -1.02 -1.10 0.98
H -2.18 2.63 -1.08
H -1.08 -2.12 -2.28
H -1.44 -2.20 -0.72
H 1.04 -1.88 -1.90
H 0.80 -0.34 -1.51
*
```

The calculation puts the LUMO energy at 0.1258 Ha. As for the total energy: -932.04754 Eh. Its energy above the lowest of the compared OMol25 structures with the same formula, charge and spin is 405.64 kJ/mol. Its orbital gap is 6.488 eV. Its maximum force is 3.5 eV/Å. For the highest occupied orbital energy, the calculation gives -3.1 eV.

=====

# 6
Molecular formula: C8H12N4
Method: DFT, ωB97M-V with the def2-TZVPD basis set

```
! wB97M-V def2-TZVPD RIJCOSX def2/J DEFGRID3
* xyz 2 1
C -1.55 -3.24 0.98
C -0.48 1.32 1.20
C -0.69 -1.03 1.01
C -0.58 -2.37 2.93
C -2.35 -3.08 -1.33
C 0.74 1.63 -0.97
C 0.04 1.94 -2.23
C 2.21 1.50 -0.97
N -1.91 -3.10 -0.26
N 0.10 1.48 0.10
N -0.89 0.09 1.67
N -1.00 -2.22 1.70
H -1.69 -4.19 1.45
H -0.67 2.17 1.85
H -0.12 -1.55 3.47
H -0.60 -3.34 3.40
H -2.54 -3.14 -2.37
H -1.01 2.17 -2.10
H 0.14 1.08 -2.90
H 0.54 2.76 -2.74
H 2.64 2.50 -0.84
H 2.56 1.12 -1.93
H 2.58 0.87 -0.17
H -1.34 0.11 2.60
*
```

The calculation puts the LUMO energy (spin up / spin down) at -0.3171 / -0.3219 Ha. As for the total energy: -530.23910 Eh. Its energy above the lowest of the compared OMol25 structures with the same formula, charge and spin is 566.83 kJ/mol. Its orbital gap (spin up / spin down) is 6.586 / 6.406 eV. Its maximum force is 2.6 eV/Å. For the highest occupied orbital energy (spin up / spin down), the calculation gives -15.2 / -15.2 eV.

=====

# 7
Molecular formula: C23H28F6NO22P
Method: DFT, ωB97M-V with the def2-TZVPD basis set

```
! wB97M-V def2-TZVPD RIJCOSX def2/J DEFGRID3
* xyz 0 1
C -3.08 -0.03 -1.81
C -3.15 -1.46 -1.48
O -2.64 -2.31 -2.55
C -2.80 -3.52 -1.95
O -2.01 -4.30 -1.78
O -4.10 -3.54 -1.52
C -4.48 -2.18 -1.26
C -5.02 -2.04 0.16
P -5.93 -1.93 -2.43
N -6.35 -0.26 -2.33
O -5.28 -2.05 -3.94
H -2.04 0.17 -2.08
H -3.72 0.27 -2.63
H -3.33 0.61 -0.97
H -2.55 -1.79 -0.61
H -4.94 -1.03 0.53
H -6.02 -2.43 0.24
H -4.40 -2.68 0.79
H -7.35 -0.23 -2.52
H -6.25 0.08 -1.38
H -5.32 -2.97 -4.23
C 0.85 -1.68 1.04
C -0.24 -2.71 0.87
O -1.35 -2.10 1.52
C -1.17 -0.75 1.40
O -2.02 0.05 1.59
O 0.10 -0.46 1.04
F 0.07 -3.87 1.52
H 1.37 -1.79 2.00
H 1.58 -1.70 0.24
H -0.50 -2.93 -0.16
C 1.99 2.78 -1.45
C 0.57 3.19 -1.74
O 0.04 2.03 -2.36
C 0.72 0.97 -1.85
O 0.37 -0.16 -1.94
O 1.85 1.37 -1.22
F 0.51 4.23 -2.61
H 2.65 2.95 -2.29
H 2.40 3.28 -0.57
H -0.03 3.44 -0.86
C 3.68 3.93 3.64
C 2.72 4.02 2.48
O 3.43 3.38 1.43
C 4.25 2.46 2.03
O 4.78 1.57 1.46
O 4.35 2.70 3.36
F 2.49 5.31 2.13
H 4.40 4.75 3.64
H 3.18 3.89 4.60
H 1.76 3.52 2.64
C 3.78 7.22 -2.47
C 4.05 5.86 -1.88
O 3.57 4.99 -2.89
C 3.71 5.65 -4.08
O 3.65 5.14 -5.15
O 3.92 6.98 -3.87
F 3.34 5.65 -0.75
H 2.76 7.56 -2.26
H 4.49 7.97 -2.13
H 5.10 5.65 -1.69
C 1.75 -5.94 -2.25
C 1.97 -4.49 -1.93
O 3.06 -4.52 -1.03
C 3.80 -5.63 -1.35
O 4.91 -5.83 -0.99
O 3.08 -6.47 -2.15
F 0.90 -3.95 -1.29
H 1.11 -6.43 -1.51
H 1.34 -6.10 -3.24
H 2.22 -3.87 -2.79
C -1.60 -2.40 5.04
C -0.77 -1.38 5.78
O -1.75 -0.64 6.48
C -2.80 -1.48 6.71
O -3.67 -1.28 7.49
O -2.70 -2.59 5.93
F -0.11 -0.56 4.93
H -1.97 -2.02 4.09
H -1.07 -3.33 4.87
H -0.06 -1.81 6.49
*
```

The calculation puts the LUMO energy at 0.0054 Ha. As for the total energy: -3543.92086 Eh. Its orbital gap is 8.376 eV. Its SMILES is C[C@@H]1OC(=O)O[C@]1(C)P(N)O.O=C1OC[C@@H](F)O1.O=C1OC[C@@H](F)O1.O=C1OC[C@@H](F)O1.O=C1OC[C@@H](F)O1.O=C1OC[C@@H](F)O1.O=C1OC[C@@H](F)O1. Its maximum force is 6.5 eV/Å. For the highest occupied orbital energy, the calculation gives -8.2 eV.

=====

# 8
Molecular formula: CH14N2O4
Method: DFT, ωB97M-V with the def2-TZVPD basis set

```
! wB97M-V def2-TZVPD RIJCOSX def2/J DEFGRID3
* xyz 1 2
N -1.19 -0.12 2.37
C -0.71 0.32 1.02
N -1.12 1.52 0.31
H -1.45 0.65 3.01
H -0.43 -0.68 2.77
H 0.44 0.25 1.02
H -0.97 -0.57 0.53
H -2.12 1.75 0.24
H -0.38 2.22 0.23
H 0.20 -0.97 -3.51
H 0.27 0.51 -2.89
O 0.67 -0.12 -3.56
H -0.30 1.70 -3.10
H -0.73 1.50 -1.24
O -0.21 1.76 -2.21
H 1.79 0.18 -0.43
H 1.17 -0.60 -1.37
O 1.60 -0.77 -0.55
H 0.55 -2.11 2.21
H 1.22 -3.12 2.98
O 0.59 -2.42 3.16
*
```

The calculation puts the LUMO energy (spin up / spin down) at -0.1413 / -0.3453 Ha. As for the total energy: -456.51923 Eh. Its energy above the lowest of the compared OMol25 structures with the same formula, charge and spin is 303.82 kJ/mol. Its orbital gap (spin up / spin down) is 10.101 / 4.547 eV. Its maximum force is 8.0 eV/Å. For the highest occupied orbital energy (spin up / spin down), the calculation gives -13.9 / -13.9 eV.

=====

# 9
Molecular formula: C21H27ClN6O
Method: DFT, ωB97M-V with the def2-TZVPD basis set

```
! wB97M-V def2-TZVPD RIJCOSX def2/J DEFGRID3
* xyz 0 1
C 0.80 -0.19 5.70
H 1.29 -0.89 5.02
O -0.37 0.37 5.14
C -1.35 -0.57 4.75
C -1.47 -0.65 3.22
N -0.28 -1.20 2.64
C 0.62 -0.71 1.74
N 1.55 -1.62 1.57
N 1.23 -2.64 2.35
N 0.16 -2.42 2.99
C 0.50 0.58 0.99
N 0.23 0.33 -0.43
C 1.34 -0.29 -1.15
C 1.00 -0.63 -2.57
C 0.89 0.35 -3.55
C 0.56 0.03 -4.86
C 0.34 -1.29 -5.20
C 0.47 -2.28 -4.25
C 0.80 -1.95 -2.95
H 0.90 -2.73 -2.21
H 0.32 -3.32 -4.52
H 0.08 -1.54 -6.22
H 0.47 0.82 -5.59
Cl 1.17 2.00 -3.17
H 1.68 -1.20 -0.63
H 2.17 0.43 -1.15
C -1.03 -0.38 -0.63
C -1.69 0.04 -1.91
C -2.24 -0.88 -2.80
C -2.84 -0.42 -3.96
C -2.88 0.95 -4.18
N -2.39 1.83 -3.33
C -1.82 1.39 -2.23
H -1.42 2.14 -1.56
H -3.33 1.36 -5.07
H -3.26 -1.11 -4.67
H -2.19 -1.94 -2.59
H -1.71 -0.13 0.20
H -0.89 -1.48 -0.62
H -0.37 1.13 1.37
C 1.73 1.47 1.23
C 1.54 2.81 0.53
H 2.45 3.41 0.61
H 0.73 3.36 0.99
H 1.31 2.67 -0.52
C 1.94 1.67 2.73
H 1.03 2.04 3.21
H 2.22 0.74 3.21
H 2.74 2.39 2.90
H 2.62 0.96 0.83
H -2.32 -1.29 2.96
H -1.62 0.35 2.82
H -2.32 -0.22 5.14
H -1.13 -1.56 5.15
H 1.46 0.64 5.91
H 0.57 -0.72 6.64
*
```

The calculation puts the LUMO energy at 0.0215 Ha. As for the total energy: -1680.34311 Eh. Its energy above the lowest of the compared OMol25 structures with the same formula, charge and spin is 18.05 kJ/mol. Its orbital gap is 9.383 eV. Its SMILES is COCCn1nnnc1[C@@H](C(C)C)N(Cc1cccnc1)Cc1ccccc1Cl. Its maximum force is 1.6 eV/Å. For the highest occupied orbital energy, the calculation gives -8.8 eV.

=====

# 10
Molecular formula: C16H41BaN3O7
Method: DFT, ωB97M-V with the def2-TZVPD basis set

```
! wB97M-V def2-TZVPD RIJCOSX def2/J DEFGRID3
* xyz -2 1
Ba -11.92 5.79 17.39
O -11.84 3.44 19.04
C -13.12 3.17 19.60
C -13.68 1.68 19.63
O -12.74 0.70 20.09
H -13.83 3.86 19.13
H -13.01 3.56 20.61
H -14.02 1.38 18.64
H -14.60 1.64 20.21
O -11.42 8.55 17.69
C -10.04 8.73 18.17
C -8.96 7.76 17.76
O -9.11 6.37 17.92
H -10.17 8.55 19.23
H -9.71 9.78 18.16
H -8.02 8.05 18.22
H -8.72 7.85 16.70
C -13.63 6.72 13.36
C -13.93 7.75 14.38
C -15.25 7.49 15.15
O -15.47 8.44 16.20
C -16.86 8.71 16.41
N -12.76 7.55 15.32
H -12.66 6.91 12.89
H -14.37 6.83 12.57
H -13.59 5.66 13.61
H -13.97 8.71 13.86
H -15.19 6.52 15.64
H -16.04 7.39 14.40
H -17.05 9.13 17.39
H -17.55 7.88 16.27
H -17.07 9.46 15.65
H -11.98 7.75 14.71
H -12.83 8.33 15.95
C -15.57 8.47 20.27
C -14.97 7.07 20.01
C -16.20 6.11 19.74
O -17.36 6.16 20.58
C -17.23 5.55 21.86
N -14.13 7.17 18.81
H -15.93 8.95 19.36
H -14.70 9.01 20.64
H -16.38 8.34 20.99
H -14.33 6.72 20.82
H -15.93 5.05 19.74
H -16.54 6.39 18.75
H -18.23 5.55 22.28
H -16.61 6.17 22.51
H -16.89 4.51 21.84
H -13.59 8.02 18.93
H -14.74 7.43 18.05
C -11.34 1.99 14.26
C -11.89 3.32 14.79
C -13.34 3.11 15.38
O -13.97 4.25 15.93
C -15.21 4.06 16.51
N -10.96 3.80 15.80
H -12.00 1.51 13.53
H -11.18 1.30 15.08
H -10.33 2.07 13.84
H -11.98 4.08 14.01
H -13.36 2.33 16.15
H -13.99 2.71 14.60
H -15.21 3.36 17.35
H -16.01 3.74 15.84
H -15.52 4.99 16.99
H -10.69 2.97 16.31
H -10.11 3.96 15.27
*
```

The calculation puts the LUMO energy at 0.1400 Ha. As for the total energy: -1350.44560 Eh. Its energy above the lowest of the compared OMol25 structures with the same formula, charge and spin is 139.78 kJ/mol. Its orbital gap is 3.003 eV. Its maximum force is 3.6 eV/Å. For the highest occupied orbital energy, the calculation gives 0.8 eV.

=====

# 11
Molecular formula: C19H23BaF5NP
Method: DFT, ωB97M-V with the def2-TZVPD basis set

```
! wB97M-V def2-TZVPD RIJCOSX def2/J DEFGRID3
* xyz 0 1
C 1.74 -1.91 -4.16
C 2.04 -2.55 -2.95
C 1.57 -2.06 -1.71
C 0.75 -0.90 -1.69
C 0.51 -0.22 -2.92
C 0.99 -0.73 -4.14
C 2.04 -2.76 -0.45
C 2.37 -1.77 0.68
N 3.79 -1.43 0.74
Ba 0.00 0.00 0.00
C -0.16 1.14 -2.88
P 0.47 1.90 -1.30
H 2.67 -3.45 -2.95
H 0.80 -0.19 -5.07
H 2.11 -2.32 -5.11
H -1.26 1.06 -2.77
H 0.06 1.75 -3.77
H 1.26 -3.44 -0.07
H 2.92 -3.38 -0.69
H 1.72 -0.86 0.59
C -0.41 3.51 -1.12
C 2.20 2.38 -1.71
H 2.11 -2.26 1.64
C 4.22 -0.51 -0.30
C 4.17 -0.96 2.07
H -1.01 0.82 1.25
H 5.31 -0.35 -0.22
H 4.01 -0.94 -1.30
H 3.72 0.49 -0.24
H 5.26 -0.80 2.11
H 3.67 0.00 2.36
H 3.90 -1.72 2.82
H 2.24 3.09 -2.55
H 2.68 2.83 -0.83
H 2.75 1.46 -1.98
H -0.27 4.15 -2.01
H -1.48 3.31 -0.97
H -0.03 4.04 -0.23
H -0.26 0.76 1.62
F -0.27 -2.55 2.57
C -1.06 -3.14 1.63
C -1.12 -2.60 0.35
C -2.02 -3.10 -0.60
F -2.14 -2.49 -1.80
C -2.86 -4.16 -0.26
F -3.78 -4.62 -1.14
C -2.80 -4.71 1.04
F -3.67 -5.69 1.40
C -1.89 -4.20 1.98
F -1.89 -4.68 3.25
*
```

The calculation puts the LUMO energy (spin up / spin down) at -0.0269 / -0.0269 Ha. As for the total energy: -1658.15748 Eh. Its orbital gap (spin up / spin down) is 5.567 / 5.567 eV. Its maximum force is 10.4 eV/Å. For the highest occupied orbital energy (spin up / spin down), the calculation gives -6.3 / -6.3 eV.

=====

maximum force of number 3 (C26H23N5O5RuS2)?
0.8 eV/Å